Run 1
{"formula": "C2H5NO2S2", "method": "ωB97M-V/def2-TZVPD", "symbols": ["C", "N", "O", "O", "H", "H", "H", "S", "C", "S", "H", "H"], "coordinates": [[-0.904, 0.898, -0.561], [-1.439, 0.032, 0.172], [-1.684, -0.028, 1.338], [-1.914, -1.115, -0.528], [-0.528, 1.740, 0.019], [-0.728, 0.697, -1.618], [-1.665, -1.908, -0.015], [1.436, -1.655, -0.251], [1.473, -0.245, 0.672], [2.416, 1.193, 0.225], [0.762, -0.169, 1.505], [2.776, 0.559, -0.959]], "mulliken_charge": [-0.713, 0.717, -0.656, -0.441, 0.449, 0.301, 0.336, -0.190, -0.207, -0.129, 0.338, 0.194], "gap_ev": [8.40, 8.40], "e_homo_ev": [-9.171, -9.171], "lumo_energy_ev": [-0.775, -0.775], "smiles": "C=[N+]([O-])O.S=CS"}

Run 2
{"formula": "C2H5NO2S2", "method": "ωB97M-V/def2-TZVPD", "symbols": ["C", "C", "N", "O", "O", "S", "S", "H", "H", "H", "H", "H"], "coordinates": [[0.776, -3.456, -1.133], [-0.055, -0.662, -0.605], [0.494, 0.460, -0.930], [0.532, -3.258, -2.230], [0.865, -3.694, -0.005], [0.439, 0.689, 2.888], [-1.652, -0.999, -1.186], [0.157, 1.025, -1.702], [0.972, 0.232, 4.082], [1.458, 0.658, -0.552], [-0.605, 1.335, 3.374], [-1.935, -2.278, -0.904]], "mulliken_charge": [0.693, -0.014, -0.341, -0.340, -0.360, -0.295, -0.216, 0.187, 0.153, 0.274, 0.133, 0.127], "gap_ev": 8.69, "e_homo_ev": -8.102, "lumo_energy_ev": 0.585}

Of them, the most stable is run 2 and the least stable is run 1.

Run 1
{"formula": "C4H3N", "method": "ωB97M-V/def2-TZVPD", "symbols": ["C", "C", "C", "C", "N", "H", "H", "H"], "coordinates": [[-1.139, 0.090, -0.133], [0.190, 0.643, -0.233], [1.385, 0.922, -0.265], [2.077, -0.292, -0.058], [2.417, -1.386, 0.116], [-1.876, 0.884, -0.276], [-1.247, -0.367, 0.859], [-1.260, -0.697, -0.891]], "mulliken_charge": [-0.922, 0.344, -0.426, 0.510, -0.396, 0.327, 0.279, 0.284], "gap_ev": 10.37, "e_homo_ev": -10.314, "lumo_energy_ev": 0.052, "smiles": "CC#CC#N"}

Run 2
{"formula": "C4H3N", "method": "ωB97M-V/def2-TZVPD", "symbols": ["C", "C", "C", "C", "N", "H", "H", "H"], "coordinates": [[0.868, -0.074, 0.718], [0.219, -0.835, -0.279], [-0.586, -0.950, -1.187], [-1.207, 0.235, -1.511], [-1.352, 1.373, -1.347], [0.638, -0.442, 1.726], [0.088, 0.972, 0.393], [1.942, 0.115, 0.544]], "mulliken_charge": [-0.696, 0.104, -0.375, 0.711, -0.518, 0.266, 0.239, 0.269], "gap_ev": 10.02, "e_homo_ev": -10.262, "lumo_energy_ev": -0.243}

Of them, the most stable is run 1 and the least stable is run 2.